Formula: C33H37F9MnN4O2S
Source: OMol25
Level of theory: the ωB97M-V functional and the def2-TZVPD basis

XYZ file:
```
87
Properties=species:S:1:pos:R:3:forces:R:3:mulliken_charge:R:1
Mn -0.075 -0.314 0.051 -0.3 -0.6 -0.4 0.9302
S 2.605 -1.058 0.109 0.1 -0.1 0.0 -0.2257
F -0.024 -1.999 -4.207 0.0 0.0 0.0 -0.2617
F 0.399 -3.482 -2.701 0.0 0.0 -0.1 -0.1921
F -3.383 -0.613 -2.313 0.0 0.0 0.0 -0.2551
F -1.664 0.036 -3.438 0.0 0.0 0.0 -0.1990
F -2.921 -1.538 -4.220 0.0 0.0 0.0 -0.2710
F -1.275 -3.760 -4.047 0.0 0.0 0.0 -0.2832
F -1.771 -4.243 -1.322 0.0 0.0 0.0 -0.2630
F -3.516 -3.420 -2.301 0.1 0.0 0.0 -0.2834
F -2.836 -2.600 -0.418 0.0 0.0 0.0 -0.2263
O -0.716 -1.415 -1.456 0.3 -0.1 0.2 -0.8124
O 0.591 1.278 -1.068 0.4 0.3 -0.3 0.1293
N -1.013 -1.083 2.755 -0.3 0.6 0.4 -0.7486
N -0.406 -1.606 1.818 0.2 -1.0 0.2 1.1963
N 4.610 0.611 -0.221 0.2 0.0 0.0 0.3204
N 4.183 -0.064 1.984 0.1 -0.1 -0.1 0.1501
C 1.013 2.944 -2.652 0.0 0.1 0.0 -1.8825
C 6.775 1.661 -0.873 0.0 -0.1 0.0 -0.9845
C -0.594 -2.847 -3.337 0.0 0.1 0.1 0.6028
C 5.515 -0.019 2.603 -0.1 0.1 -0.1 -0.6646
C 3.897 -0.103 0.661 -0.2 0.4 0.2 -0.4621
C 7.430 -0.844 -0.711 0.0 0.1 0.0 -1.0820
C -0.110 -3.019 1.996 0.0 0.4 0.1 0.0211
C 0.510 -5.721 2.180 0.0 0.0 0.0 -0.5536
C -2.382 -1.042 -3.097 0.1 0.0 0.1 0.3459
C 7.623 0.101 4.876 0.0 0.0 0.0 -1.2324
C -1.485 -2.067 -2.315 -0.2 0.0 -0.1 0.4027
C 2.545 4.803 1.939 0.0 0.1 0.0 -0.5976
C 5.504 1.762 -0.038 -0.1 -0.2 -0.1 0.0553
C 1.749 2.686 1.128 0.1 0.0 0.2 0.3593
C -1.759 2.191 1.208 0.0 0.1 0.1 0.3110
C 1.887 4.568 -0.358 0.1 0.2 0.0 -0.4767
C -1.247 0.895 1.307 -0.1 0.4 0.1 -0.2996
C -2.008 0.904 3.648 -0.1 -0.1 0.2 -0.6411
C -2.499 2.190 3.509 0.0 0.1 0.0 -0.4925
C -0.054 -5.057 3.266 0.0 0.0 0.0 -0.5468
C -2.426 -3.098 -1.585 0.1 0.1 -0.1 0.4197
C 5.698 1.152 3.558 0.0 0.0 0.0 -0.3056
C 2.369 5.356 0.676 0.0 0.0 0.0 -0.8520
C 7.801 0.614 -0.431 -0.1 -0.1 0.0 -0.1271
C 0.746 -5.030 1.003 0.0 0.0 -0.1 -1.0425
C 1.575 3.229 -0.138 -0.1 -0.1 -0.3 1.0985
C -2.387 2.830 2.276 0.0 0.0 0.0 -0.7950
C 7.138 1.290 4.046 0.0 -0.1 0.0 -0.4337
C -1.408 0.293 2.552 0.1 -0.5 0.1 0.4605
C 2.234 3.470 2.164 0.0 -0.1 0.0 -1.1974
C 1.031 2.394 -1.250 0.0 0.5 -0.2 0.1073
C -0.370 -3.713 3.176 0.0 0.2 0.1 -0.3998
C 0.438 -3.678 0.912 0.0 -0.1 -0.2 0.5549
H 2.598 6.399 0.500 0.0 0.0 0.0 0.4221
H 7.677 -0.817 4.286 0.0 0.0 0.0 0.2943
H 5.653 -0.960 3.135 0.0 0.0 0.0 0.5843
H 7.184 -0.985 -1.767 0.0 0.0 0.1 0.3379
H 1.740 5.009 -1.337 0.0 0.0 0.1 0.4058
H 7.218 2.202 4.642 0.0 0.0 0.0 0.3852
H 1.491 1.654 1.300 0.0 -0.2 0.0 0.2711
H 2.356 3.041 3.151 0.0 0.0 0.0 0.5097
H 0.686 2.158 -3.326 0.0 0.0 0.0 0.3770
H 6.499 1.484 -1.919 0.0 0.0 0.0 0.3805
H 8.010 0.748 0.637 0.0 0.0 0.0 -0.0046
H -2.974 2.688 4.346 0.0 0.0 0.0 0.3848
H 6.269 -0.003 1.819 0.0 0.0 -0.1 -0.3072
H 0.585 -3.153 -0.023 0.0 0.0 0.0 -0.1592
H 2.002 3.304 -2.941 0.0 0.0 0.0 0.4371
H 7.246 2.647 -0.841 0.0 0.0 0.0 0.4027
H -2.091 0.365 4.588 0.0 0.0 -0.1 0.4533
H 6.574 -1.186 -0.130 0.0 0.0 0.0 0.1852
H 8.737 0.835 -0.947 0.0 0.0 0.0 0.3968
H -0.261 -5.595 4.184 0.0 0.0 0.0 0.3741
H -1.682 2.733 0.265 0.0 0.0 0.1 0.4057
H 8.269 -1.503 -0.479 0.0 0.0 0.0 0.3389
H 3.500 -0.596 2.499 0.0 -0.1 0.0 0.3733
H 5.383 2.072 3.060 0.0 0.0 0.0 0.0752
H -2.798 3.827 2.152 0.1 -0.1 0.0 0.4074
H 0.319 3.785 -2.724 0.0 0.0 0.0 0.3908
H 0.755 -6.774 2.253 0.0 0.0 0.0 0.3935
H 1.160 -5.538 0.142 0.0 0.0 0.0 0.4463
H -0.820 -3.189 4.007 0.0 0.0 0.0 0.4437
H 4.312 0.437 -1.169 0.0 0.0 0.0 0.3576
H 8.620 0.286 5.278 0.0 0.0 0.0 0.3911
H 2.923 5.417 2.748 0.0 0.0 0.0 0.4320
H 5.749 1.882 1.009 0.0 0.0 0.1 -0.1742
H 5.029 1.021 4.416 0.0 0.0 0.0 0.4694
H 4.952 2.658 -0.333 -0.1 0.0 0.0 0.2705
H 6.953 -0.082 5.721 0.0 0.0 -0.1 0.2970
H 7.798 1.427 3.181 0.0 0.0 0.0 0.1764
```
Forces are in eV/Å.

Values from the calculation:
- Kohn-Sham gap (alpha / beta): 6.701 / 7.760 eV
- ⟨S²⟩: 8.757
- Molar mass: 779.672 g mol⁻¹
- 2S+1: 6
- HOMO (alpha / beta): -7.08 / -8.23 eV

---

Formula: C33H37N4
Source: OMol25
Level of theory: the ωB97M-V functional and the def2-TZVPD basis

XYZ file:
```
74
Properties=species:S:1:pos:R:3:forces:R:3:mulliken_charge:R:1
N 1.701 -3.470 -2.068 -0.1 0.8 -0.1 0.0799
N 3.377 -2.280 -2.850 -0.3 0.4 0.0 0.0796
N 1.137 -1.938 4.516 0.7 0.4 -0.2 0.2747
N -1.961 5.257 -1.816 0.9 0.7 -0.3 0.3141
C -5.696 4.515 -3.572 0.2 0.0 0.2 -0.4098
C 4.120 -1.144 -3.318 0.4 0.1 -0.3 -0.9836
C -5.603 4.742 -2.191 0.0 0.2 -0.2 -0.7164
C -1.253 4.075 -1.474 0.1 -0.2 0.2 -0.0725
C -3.317 4.869 -3.821 0.1 0.2 0.8 -0.2608
C 0.293 1.799 -0.810 -1.1 0.2 -0.4 1.0266
C -0.888 2.127 -0.070 0.6 0.2 0.1 -0.9064
C 2.087 -2.215 -2.425 -0.1 0.5 0.5 0.7450
C 0.720 -4.357 4.098 -0.1 0.5 0.3 -0.1502
C -4.374 5.063 -1.622 0.2 -0.2 -0.4 0.0063
C 1.055 0.191 3.289 0.1 -0.5 0.1 -0.4232
C -0.134 -5.456 4.212 -0.2 0.1 0.0 -0.7654
C 3.903 -3.626 -2.832 0.6 -0.1 -0.4 -0.6461
C -3.231 5.096 -2.431 -0.6 -0.6 -0.2 0.1413
C -1.848 -4.043 5.190 0.2 -0.2 0.0 -0.6950
C 1.333 -1.038 -2.276 0.2 -1.2 -0.6 -1.8076
C 1.661 -1.207 0.946 -0.1 0.0 0.4 -0.9064
C -1.749 6.461 -0.997 -0.2 -0.5 0.0 -0.8876
C 0.530 2.534 -2.003 0.4 -0.1 0.4 -0.7487
C 0.460 -3.735 -1.405 -0.3 -0.2 0.4 -0.8526
C 1.203 0.783 -0.422 1.5 0.6 -0.2 -0.5490
C 1.262 -1.222 3.332 -0.4 0.0 0.0 0.9950
C -1.583 3.290 -0.348 0.0 0.0 -0.3 -0.3902
C 1.455 -1.272 5.781 -0.4 0.0 -0.1 -1.1863
C 1.245 0.151 0.856 0.2 -0.4 0.8 -0.1085
C 2.762 -4.436 -2.228 0.0 -0.7 0.2 -0.5953
C -4.557 4.598 -4.387 -0.3 0.0 0.2 -0.5386
C -0.990 -2.950 5.110 0.4 0.0 -0.3 0.0146
C -0.212 3.650 -2.314 -0.3 0.2 0.0 -0.4073
C 0.300 -3.093 4.563 -0.5 -0.8 0.0 -0.1873
C 0.974 0.843 2.077 -0.1 -0.2 -0.6 -1.0454
C -1.416 -5.305 4.757 0.1 0.3 0.0 -0.4060
C 1.558 -1.915 2.135 0.0 0.9 -0.4 -0.4254
H 1.725 -4.464 3.677 -0.4 0.0 0.3 0.5373
H 0.208 -6.438 3.876 -0.1 0.3 0.1 0.3670
H -4.634 4.448 -5.467 0.0 0.0 0.4 0.3660
H 0.746 1.915 2.055 0.1 -0.5 0.0 0.5434
H 1.625 -2.042 6.544 0.0 0.2 -0.2 0.3012
H 0.179 -4.776 -1.573 -0.1 0.1 0.0 0.3623
H 1.344 2.222 -2.656 -0.1 0.1 0.2 0.3929
H 3.604 -0.232 -3.001 0.2 -0.2 -0.2 0.2992
H 2.367 -0.671 5.663 -0.3 -0.2 0.0 0.4034
H -0.329 -3.082 -1.796 0.2 -0.3 0.0 0.3460
H -4.262 5.240 -0.547 -0.2 -0.1 -0.4 0.2864
H 0.327 -1.151 -1.887 0.1 0.2 -0.5 0.2120
H -0.671 6.612 -0.830 -0.4 -0.1 0.0 0.2935
H 0.859 0.755 4.205 0.1 -0.3 -0.3 0.3957
H 1.729 -2.987 2.148 0.1 0.3 0.0 0.1975
H 3.053 -4.876 -1.265 -0.1 0.0 -0.1 0.3150
H -2.402 4.921 -4.418 -0.4 0.0 0.2 0.3373
H 0.524 -3.569 -0.317 0.0 -0.1 -0.2 0.1911
H 4.149 -3.974 -3.848 0.0 0.1 0.2 0.3427
H -2.268 6.370 -0.030 0.2 0.3 0.0 0.3601
H -0.014 4.241 -3.206 0.0 -0.2 0.2 0.4779
H -6.480 4.677 -1.543 0.2 0.0 -0.4 0.3546
H 2.106 0.676 -1.047 -0.8 0.1 0.5 0.5997
H 1.579 -0.266 -2.998 -0.4 0.1 0.3 0.8627
H 5.137 -1.128 -2.896 -0.3 -0.1 0.0 0.3281
H 0.630 -0.624 6.107 0.2 0.0 0.2 0.4253
H 4.821 -3.695 -2.226 -0.2 0.1 -0.2 0.3220
H -1.309 -1.959 5.445 0.1 -0.4 -0.1 0.3298
H 2.461 -5.248 -2.904 -0.1 0.1 0.2 0.3549
H 4.228 -1.153 -4.416 -0.1 0.1 0.3 0.3140
H -2.149 7.324 -1.549 0.1 -0.3 0.2 0.3171
H -2.411 3.599 0.284 0.0 -0.1 -0.2 0.3413
H -2.851 -3.904 5.600 0.4 -0.1 -0.1 0.3586
H 2.021 -1.698 0.044 -0.3 0.1 0.2 0.7585
H -1.222 1.488 0.747 0.2 0.1 -0.1 0.6379
H -6.662 4.272 -4.010 0.2 0.1 0.1 0.3753
H -2.080 -6.166 4.851 0.2 0.3 -0.1 0.3869
```
Forces are in eV/Å.

Values from the calculation:
- Kohn-Sham gap: 5.499 eV
- Molar mass: 489.687 g mol⁻¹
- Charge: +1
- HOMO: -9.95 eV

---

Formula: C33H37N5NdO6Se
Source: OMol25
Level of theory: the ωB97M-V functional and the def2-TZVPD basis

XYZ file:
```
83
Properties=species:S:1:pos:R:3:forces:R:3:mulliken_charge:R:1
Nd -0.329 -0.335 -1.062 0.8 -1.2 -0.3 0.4741
Se -1.971 2.534 -3.142 -0.3 0.2 0.2 0.3935
O 1.473 -1.504 -0.011 0.4 -0.1 0.1 0.2584
O -2.613 0.422 -0.440 -0.2 0.1 -0.1 -0.6769
O -1.163 -0.412 0.986 -1.1 0.4 1.5 0.1689
O -0.575 2.311 -0.393 0.0 0.0 0.0 -0.4614
O 1.209 1.084 1.060 0.1 -0.1 0.0 -0.0669
O 1.851 0.879 -1.515 -0.1 -0.1 -0.1 -0.2917
N 0.437 -0.284 -4.052 -0.1 0.2 0.0 0.0302
N -1.791 3.093 1.340 0.0 0.1 0.1 0.2407
N 3.943 1.667 -1.244 0.0 0.0 0.1 0.2413
N -1.570 2.628 -4.853 0.1 -0.1 0.0 -0.8493
N -0.986 1.102 -2.853 -0.2 0.7 -1.1 0.1824
C -3.035 -0.217 3.103 0.0 0.0 0.0 0.0308
C 0.658 0.241 -6.416 0.2 -0.3 0.0 -0.8003
C 0.931 -0.528 -5.225 0.1 0.0 -0.2 -0.2957
C -0.552 -3.267 -1.019 0.0 0.0 -0.1 -0.8078
C -3.994 -0.110 4.101 0.0 0.0 0.0 -1.1045
C 2.450 1.619 0.686 -0.1 0.1 0.0 -1.0750
C -2.344 0.017 0.707 -0.1 0.1 0.5 0.4014
C -0.744 1.632 -5.107 0.1 -0.1 -0.3 0.4090
C -0.498 -2.682 -2.297 -0.1 -0.5 -0.4 -0.6941
C 4.302 1.377 -2.629 0.0 0.0 0.1 -1.0239
C -5.288 0.283 3.779 0.0 0.0 0.0 -0.4592
C 3.709 -2.236 -0.035 0.0 -0.1 0.0 -1.8264
C 1.388 -4.085 4.231 0.0 0.0 0.0 -0.4869
C 2.028 -2.807 1.854 0.1 0.0 -0.1 0.7418
C -0.412 0.785 -3.995 0.0 0.1 -0.2 0.6224
C -5.626 0.567 2.462 0.0 0.0 0.0 -0.9805
C -1.762 -2.091 -2.555 0.1 -0.2 -0.2 -0.5646
C -0.159 1.313 -6.374 -0.1 0.2 0.1 -0.5832
C -1.959 3.398 2.758 0.0 -0.1 -0.1 -1.0173
C 2.338 -2.136 0.574 0.0 0.0 0.1 0.7125
C 0.746 -2.675 2.390 -0.1 0.0 0.0 0.1386
C 0.431 -3.315 3.578 0.0 0.0 0.0 -1.3095
C -0.723 2.482 0.822 0.0 0.0 0.0 0.8820
C 2.984 -3.580 2.512 0.1 -0.1 0.1 -0.7509
C -2.576 -2.318 -1.431 0.1 0.0 0.1 -0.7811
C -3.371 0.078 1.785 0.1 0.0 0.0 0.2065
C 0.338 1.929 1.773 0.0 0.0 0.0 -1.5651
C 4.992 2.203 -0.383 -0.1 0.0 -0.1 -0.9983
C 2.721 1.353 -0.788 0.1 0.1 -0.1 0.3100
C -4.667 0.468 1.465 -0.1 0.0 0.0 -0.0849
C -2.857 3.550 0.452 0.0 0.0 0.1 -0.7978
C -1.829 -3.037 -0.482 -0.1 0.2 0.0 -0.6084
C 2.664 -4.219 3.699 0.0 0.0 0.0 -0.8776
H 2.490 2.699 0.849 0.0 0.1 0.0 0.6137
H 3.767 -1.573 -0.895 0.0 0.0 0.0 0.2220
H 5.724 2.700 -1.014 0.0 0.0 0.0 0.3555
H 1.125 -0.059 -7.345 0.0 0.0 0.1 0.4215
H -2.086 -1.668 -3.493 0.0 0.1 0.0 0.6065
H -0.132 1.330 2.548 0.0 -0.1 0.0 0.2486
H -3.737 -0.339 5.128 0.0 0.0 0.0 0.4559
H 4.488 -1.992 0.689 0.0 0.0 0.0 0.4692
H -2.184 -3.388 0.478 0.0 0.1 0.0 0.5541
H -4.910 0.682 0.431 0.0 0.0 0.0 0.5232
H 3.406 -4.822 4.206 0.0 0.0 0.0 0.4198
H 4.603 2.946 0.309 0.0 0.0 0.0 0.3571
H -3.016 2.814 -0.330 0.0 0.0 0.0 0.0778
H -3.769 3.635 1.040 0.0 0.0 0.0 0.3857
H 0.292 -2.821 -3.016 0.1 0.1 0.0 0.6562
H -3.607 -2.013 -1.329 0.0 0.1 0.0 0.5280
H 3.242 1.166 1.287 0.1 0.0 0.1 0.4866
H -6.639 0.859 2.214 0.0 0.0 0.0 0.4384
H -1.951 4.477 2.918 0.0 0.0 0.0 0.3749
H 1.600 -1.382 -5.294 0.0 0.0 -0.1 0.4658
H 3.481 0.858 -3.109 0.0 0.0 0.0 0.2192
H 3.886 -3.263 -0.369 0.0 0.0 0.0 0.4251
H 5.502 1.419 0.182 0.0 0.0 0.0 0.3098
H -2.912 2.995 3.103 0.0 0.0 0.0 0.2908
H 3.980 -3.694 2.102 -0.1 0.0 0.0 0.4218
H -2.623 4.521 0.015 0.0 0.0 0.0 0.2876
H 1.138 -4.588 5.158 0.0 0.0 0.0 0.4122
H 0.222 -3.871 -0.570 0.0 0.1 0.1 0.6732
H -0.565 -3.220 3.993 0.0 0.0 0.0 0.4860
H -0.378 1.912 -7.249 0.0 0.0 0.1 0.4933
H -2.025 -0.537 3.332 0.0 0.0 0.0 0.4579
H -6.038 0.358 4.557 0.0 0.0 0.0 0.4391
H 4.509 2.303 -3.166 0.0 0.0 0.0 0.3766
H 0.008 -2.078 1.867 0.0 0.0 0.0 0.9248
H 0.880 2.751 2.248 0.0 0.0 0.0 0.7542
H 5.195 0.750 -2.653 0.0 0.0 0.0 0.3824
H -1.171 2.956 3.359 0.0 0.0 0.0 0.3798
```
Forces are in eV/Å.

Values from the calculation:
- Kohn-Sham gap (alpha / beta): 5.905 / 5.940 eV
- ⟨S²⟩: 3.752
- Molar mass: 822.888 g mol⁻¹
- Charge: +1
- 2S+1: 4
- HOMO (alpha / beta): -9.47 / -9.50 eV